[1]
Computed, not measured: C47H42MnO5P3 as an isolated structure, with the ωB97M-V functional and the def2-TZVPD basis.

energy above the lowest of the compared OMol25 structures with the same formula, charge and spin: 32.1 kcal/mol
total charge: +2
calculated total energy: -4367.0279 Eh
⟨S²⟩: 6.190
spin multiplicity: 5

XYZ file:
```
98
Properties=species:S:1:pos:R:3:forces:R:3:mulliken_spin:R:1
Mn 0.43116 0.36640 0.13315 0.0 0.2 0.1 4.1449
O 0.56382 2.15108 1.44205 -0.2 -0.1 0.0 0.0125
C 0.02615 2.09749 2.74806 0.0 -0.2 0.1 0.0157
C -0.39236 3.22352 3.43576 -0.1 -0.1 0.0 -0.0030
C -0.82305 3.08011 4.74813 0.0 0.0 0.0 0.0015
C -0.82897 1.84105 5.37455 0.0 0.1 -0.1 -0.0008
C -0.46422 0.72010 4.65304 0.0 0.1 0.0 -0.0045
C -0.05864 0.82927 3.32094 -0.1 0.2 0.0 -0.0522
P 0.12850 -0.66742 2.33297 0.1 0.0 -0.1 -0.0325
C -1.43919 -1.54187 2.38865 0.0 0.1 0.1 -0.0003
C -2.59545 -0.90130 2.83117 0.0 0.0 0.0 -0.0048
C -3.80662 -1.57140 2.80482 0.0 0.0 0.0 0.0040
C -3.87240 -2.87549 2.34390 0.0 0.0 0.0 -0.0077
C -2.72814 -3.50896 1.88012 0.0 0.0 0.0 -0.0003
C -1.51604 -2.84144 1.88644 0.0 -0.1 -0.2 0.0047
C 1.43102 -1.60462 3.15616 0.0 0.1 0.1 -0.0164
C 2.61449 -0.90927 3.41256 0.1 0.1 0.0 0.0140
C 3.67151 -1.53676 4.04320 0.0 0.0 0.0 0.0060
C 3.55571 -2.86876 4.42578 0.0 0.0 0.0 -0.0070
C 2.37811 -3.55751 4.18607 0.0 0.0 0.0 0.0026
C 1.31084 -2.92923 3.55752 -0.1 -0.1 0.0 -0.0089
C 0.86477 3.40060 0.86621 0.1 0.1 -0.1 0.0312
C 1.59494 4.34717 1.56649 -0.1 0.0 -0.1 0.0088
C 1.83943 5.57253 0.96601 0.0 0.0 0.0 0.0006
C 1.37443 5.84217 -0.31622 0.0 0.0 0.1 -0.0002
C 0.72342 4.85379 -1.02969 0.0 -0.1 0.0 -0.0066
C 0.47237 3.60592 -0.45343 0.1 0.1 0.2 -0.0607
P 0.00646 2.17748 -1.46199 0.2 0.0 0.1 0.0273
C -1.72461 2.24498 -1.90443 0.0 0.0 0.0 -0.0028
C -2.26420 1.27387 -2.75151 0.0 -0.1 0.0 -0.0130
C -3.61153 1.30141 -3.05560 0.0 0.0 0.0 0.0036
C -4.42805 2.28094 -2.50526 0.0 0.0 0.0 -0.0093
C -3.89903 3.23555 -1.65162 0.0 0.0 0.0 0.0031
C -2.54748 3.22186 -1.34760 0.0 0.0 0.0 -0.0194
C 1.05381 2.35666 -2.92381 0.0 0.1 0.0 -0.0309
C 0.57337 2.17988 -4.21625 0.0 -0.1 0.0 -0.0071
C 1.42968 2.33755 -5.29853 0.0 0.0 0.0 0.0029
C 2.75599 2.67863 -5.09682 0.0 0.0 0.0 -0.0074
C 3.23593 2.87743 -3.80655 0.0 0.0 -0.1 0.0063
C 2.38962 2.71843 -2.72651 0.0 -0.1 0.1 0.0166
H -0.39639 4.20197 2.98173 0.0 0.0 0.0 -0.0001
H -1.14846 3.95912 5.28580 0.0 0.0 0.0 -0.0001
H -1.14446 1.74972 6.40288 0.0 0.0 0.0 -0.0002
H -0.51994 -0.25966 5.10913 0.0 -0.1 0.0 -0.0013
H -2.56331 0.11479 3.19754 0.0 0.0 0.0 -0.0009
H -4.70141 -1.07103 3.14498 0.0 0.0 0.0 -0.0002
H -4.81897 -3.39692 2.33310 0.0 0.0 0.0 -0.0001
H -2.78010 -4.51871 1.49747 0.0 0.0 0.0 -0.0003
H -0.64507 -3.33275 1.46667 0.0 0.0 0.0 0.0012
H 2.70740 0.13708 3.13855 0.0 0.0 0.0 -0.0086
H 4.57903 -0.98906 4.25088 0.1 0.0 0.0 0.0000
H 4.37750 -3.36039 4.92474 0.1 0.0 0.0 -0.0003
H 2.27836 -4.58695 4.49953 0.0 0.0 0.0 -0.0001
H 0.39042 -3.47865 3.41115 0.0 0.1 0.0 -0.0003
H 1.95033 4.14276 2.56620 0.0 0.0 0.0 -0.0002
H 2.39931 6.32169 1.50658 0.0 0.0 0.0 -0.0002
H 1.55504 6.80630 -0.76643 0.0 0.1 0.0 -0.0001
H 0.43833 5.02831 -2.05858 0.0 0.0 0.0 -0.0005
H -1.64360 0.48056 -3.15111 0.0 0.0 0.0 -0.0062
H -4.03077 0.54793 -3.70685 0.0 0.0 0.0 -0.0003
H -5.48306 2.29431 -2.73926 0.0 0.0 0.0 -0.0003
H -4.53651 3.99569 -1.22393 0.0 0.0 0.0 -0.0001
H -2.14014 3.97526 -0.68543 0.0 0.0 0.0 -0.0014
H -0.46489 1.93896 -4.39369 0.0 0.0 0.0 -0.0010
H 1.04828 2.20584 -6.30047 0.0 0.0 0.0 0.0000
H 3.41591 2.80727 -5.94261 0.0 0.0 0.0 -0.0002
H 4.26497 3.16716 -3.64940 0.0 0.0 0.0 0.0000
H 2.76152 2.90813 -1.72607 0.0 0.0 0.0 0.0025
C 2.79950 -0.80678 -2.23918 0.2 0.0 0.0 -0.0033
P 2.70619 -0.47743 -0.45283 -0.2 0.0 0.0 -0.0413
C 3.00839 -2.12626 0.24248 0.2 0.0 0.0 0.0163
C 4.15170 0.51066 0.00947 0.1 -0.1 -0.1 -0.0004
H 3.83637 -1.01714 -2.51328 0.0 0.0 0.0 -0.0026
H 2.43297 0.01714 -2.84733 0.0 0.1 0.1 0.0048
H 2.19988 -1.69284 -2.44833 0.0 0.0 0.0 -0.0021
H 3.86661 -2.57006 -0.26780 0.0 0.0 0.0 -0.0001
H 2.13641 -2.75885 0.07686 0.0 0.0 0.0 -0.0065
H 3.21239 -2.08381 1.31223 0.0 0.0 -0.1 -0.0054
H 5.06339 0.03644 -0.36099 0.0 0.0 0.0 0.0002
H 4.21008 0.57934 1.09594 0.0 0.0 0.0 -0.0023
H 4.08546 1.51630 -0.40110 0.0 0.0 0.0 -0.0004
O -3.06634 -0.78095 -0.39830 0.1 -0.3 0.0 0.0225
C -2.02627 -1.24832 -0.79425 -0.2 0.5 -0.1 -0.0604
O -0.87071 -0.58371 -0.67440 0.1 -0.4 -0.1 0.0870
C -1.89466 -2.53165 -1.53084 -0.1 -0.1 0.1 0.0040
C -0.66367 -3.00489 -1.97062 0.0 0.1 0.1 -0.0161
C -0.54109 -4.21905 -2.64708 -0.2 -0.1 0.0 -0.0031
C -1.70402 -4.92218 -2.86055 -0.1 0.2 0.1 0.0006
O -1.85813 -6.11206 -3.47633 0.1 0.0 0.0 0.0004
C -3.26446 -6.37704 -3.49975 -0.1 -0.2 -0.2 0.0000
O -3.90975 -5.34816 -2.75102 0.0 0.1 0.1 0.0000
C -2.94625 -4.45098 -2.42220 0.3 0.1 0.0 -0.0010
C -3.07816 -3.26173 -1.75632 0.2 -0.2 -0.1 -0.0032
H 0.22203 -2.41086 -1.78982 -0.1 0.0 0.0 0.0200
H 0.41020 -4.59125 -2.99474 0.1 0.0 0.0 -0.0001
H -3.44982 -7.34247 -3.02379 0.0 0.1 -0.1 0.0000
H -3.61426 -6.34457 -4.53665 0.0 -0.1 0.1 0.0000
H -4.02891 -2.88743 -1.41052 -0.1 0.0 0.0 0.0007
```
Positions in Å, forces in eV/Å.



[2]
Computed, not measured: C47H43Br2GeKN13O2S as an isolated structure at a distorted geometry, with the ωB97M-V functional and the def2-TZVPD basis.

energy above the lowest of the compared OMol25 structures with the same formula, charge and spin: 0.0 kcal/mol
total charge: -1
calculated total energy: -10902.3789 Eh

XYZ file:
```
110
Properties=species:S:1:pos:R:3:forces:R:3:mulliken_charge:R:1
K 0.10109 -0.72836 0.57458 -0.3 0.3 0.4 0.9689
Br -7.70975 -0.33615 1.15952 0.3 0.0 0.1 -0.1850
C -5.80258 -0.33076 1.14669 -0.4 0.2 -0.2 -0.4979
C -5.13257 0.55289 0.31895 0.0 -0.2 0.2 -0.8988
C -3.74897 0.44272 0.29843 -0.1 0.2 -0.2 -0.5958
N -3.06577 -0.42640 1.02406 0.1 -0.1 0.4 0.8363
C -3.72006 -1.22698 1.87690 -0.6 0.7 -0.7 1.1843
C -5.11736 -1.21951 1.94434 0.4 -0.3 0.2 -1.1923
C -2.88395 -2.09017 2.72514 0.6 -0.7 0.7 0.4726
C -3.38251 -2.70231 3.87900 -0.2 0.4 -0.3 -0.9481
C -2.50589 -3.41182 4.66923 0.2 -0.3 0.4 -0.2688
Br -3.13366 -4.22459 6.27428 0.0 0.1 -0.2 -0.1838
C -1.17276 -3.52949 4.32323 -0.3 0.1 0.0 -0.9729
C -0.78165 -2.91057 3.14158 0.4 -0.2 0.1 -0.0328
N -1.59966 -2.21723 2.36778 -0.4 0.2 -0.1 0.6429
H -5.65621 1.28214 -0.28025 0.0 0.0 -0.1 0.5350
H -3.16135 1.09234 -0.34212 0.0 0.0 0.0 0.2415
H -5.65131 -1.90625 2.58429 0.0 0.0 0.0 0.5522
H -4.41676 -2.59183 4.16945 0.0 0.0 0.0 0.4508
H -0.47094 -4.07156 4.93815 0.0 0.0 0.0 0.4838
H 0.24962 -2.97624 2.80396 0.0 0.0 -0.1 0.0856
O 2.30086 -7.28888 -3.56850 0.0 -0.1 -0.2 -0.5225
C 1.30147 -6.40064 -3.29892 -0.1 0.0 0.0 0.7385
O 0.31530 -6.42142 -3.99293 0.0 0.0 0.0 -0.6073
C 1.50620 -5.49450 -2.16091 0.1 0.1 0.1 0.7420
C 2.76164 -5.21712 -1.59949 -0.2 -0.1 0.0 -1.0556
C 2.89395 -4.34593 -0.54193 0.1 0.0 0.1 -1.3026
C 1.76508 -3.70144 0.01826 0.3 0.1 0.1 -0.4193
C 0.50444 -3.98527 -0.55770 0.1 -0.2 0.0 0.1569
C 0.38577 -4.84345 -1.61844 0.0 -0.1 -0.1 -0.4798
N 1.81956 -2.77448 1.00111 -0.7 -0.1 0.0 1.2740
C 2.78779 -2.69626 1.89561 0.5 0.0 0.2 -1.4734
C 2.88106 -1.59239 2.79029 0.0 -0.2 -0.1 0.9575
C 3.91964 -1.53403 3.75081 0.0 0.1 0.1 -1.1919
C 4.03572 -0.43174 4.56102 -0.1 -0.1 -0.1 -0.3270
C 3.10496 0.60470 4.43331 -0.1 0.1 0.0 -0.9096
C 2.09200 0.45546 3.49664 0.1 0.1 0.2 -0.3092
N 1.96380 -0.59078 2.69186 -0.1 0.0 0.0 0.3047
H 2.98545 -7.22361 -2.89604 0.0 0.0 0.1 0.2834
H 3.66569 -5.65283 -2.01572 0.0 0.0 0.0 0.1744
H 3.87808 -4.10589 -0.15937 0.0 0.0 0.0 0.3760
H -0.36643 -3.50287 -0.13317 0.0 0.0 0.0 0.3571
H -0.58105 -5.05196 -2.06211 0.0 0.0 0.0 0.4158
H 3.53711 -3.48597 2.01677 0.0 0.0 -0.1 0.2844
H 4.61426 -2.36159 3.83000 0.0 0.0 0.0 0.4286
H 4.83691 -0.36434 5.28736 0.0 0.0 0.0 0.3989
H 3.16956 1.49690 5.04083 0.0 0.0 0.0 0.4443
H 1.33667 1.22839 3.38942 0.1 0.0 0.0 0.2919
N 1.37746 4.60766 1.43223 -0.1 -0.4 0.3 0.1940
C 2.35676 5.16472 0.59424 0.4 0.4 -0.6 -0.1422
C 2.66201 6.50660 0.85433 -0.3 -0.1 -0.1 -0.6639
C 3.57136 7.21155 0.09533 0.1 0.2 0.0 -0.5888
C 4.24155 6.55352 -0.93315 0.0 0.0 0.0 -0.4864
C 4.03215 5.20687 -1.13457 -0.2 0.2 -0.1 -0.7171
C 3.11037 4.44730 -0.38001 -0.1 -0.1 0.4 0.5303
S 3.09505 2.73752 -0.56249 -0.3 -0.4 0.0 -0.3262
N 0.00114 3.49738 -0.07128 0.1 0.3 0.0 -0.1443
C 0.42537 3.65508 1.18377 0.2 0.4 -0.2 -0.1130
C -0.31885 3.16430 2.33208 -0.2 -0.2 0.1 0.5566
C -0.50755 3.94882 3.49132 0.0 0.0 0.0 -0.9122
C -1.32615 3.49021 4.49716 0.0 -0.1 0.0 -0.8355
C -1.93205 2.24292 4.36655 0.0 0.0 0.0 -0.9857
C -1.68635 1.53096 3.20524 0.0 0.1 0.2 0.0238
N -0.92218 1.96579 2.21088 0.1 0.0 -0.1 0.7770
H 1.39918 4.95895 2.37256 0.2 -0.1 0.0 0.2112
H 2.13759 6.99991 1.66880 -0.1 0.1 -0.1 0.3187
H 3.75372 8.26084 0.29223 0.0 0.0 0.0 0.3378
H 4.95535 7.09116 -1.54696 0.0 0.0 0.0 0.3385
H 4.60282 4.67515 -1.88490 0.0 0.0 0.0 0.3842
H -0.06536 4.93256 3.57632 0.0 0.0 0.0 0.5247
H -1.50340 4.09317 5.37919 0.0 0.0 0.0 0.3986
H -2.58498 1.84682 5.13225 0.0 0.0 0.0 0.4829
H -2.12011 0.54816 3.06446 0.0 0.0 0.0 0.1888
N -3.07612 -2.66668 -1.06405 -0.1 0.0 0.0 -0.1510
C -2.30049 -2.44559 -2.14129 0.3 -0.1 -0.3 -0.0262
N -2.72011 -2.93972 -3.30610 -0.1 -0.1 0.0 -0.7597
C -1.86401 -2.77182 -4.30977 0.0 0.2 0.1 0.0748
N -2.23289 -3.23238 -5.53077 0.0 0.0 0.0 -0.4138
N -0.68049 -2.15939 -4.22233 0.1 0.0 0.0 -0.7453
C -0.37184 -1.69797 -3.01461 -0.3 -0.2 -0.1 0.3679
N -1.14788 -1.78964 -1.93992 0.0 0.2 0.1 1.0514
C 0.95871 -1.05799 -2.87961 0.3 0.2 -0.2 -0.3037
C 1.65158 -0.65949 -4.01735 -0.1 0.0 0.1 -0.7707
C 2.91186 -0.10493 -3.86459 0.0 0.0 0.1 -0.7466
C 3.44103 0.01213 -2.59231 0.1 -0.1 -0.1 -0.5691
C 2.67441 -0.42208 -1.51979 0.1 0.0 0.2 -0.9910
N 1.45750 -0.92584 -1.64931 -0.1 -0.1 -0.5 1.0416
H -4.00123 -3.02745 -1.20901 0.0 0.0 0.0 0.2975
H -2.83058 -2.19782 -0.21175 0.0 0.0 0.1 0.0477
H -2.96837 -3.91697 -5.54243 0.0 0.0 0.0 0.2534
H -1.49496 -3.32893 -6.20609 0.0 0.0 0.0 0.2545
H 1.19495 -0.79068 -4.98666 0.0 0.0 0.0 0.5166
H 3.47223 0.23277 -4.72694 0.0 0.0 0.0 0.4037
H 4.42172 0.43020 -2.42373 0.0 0.1 0.1 0.4971
H 3.05158 -0.36055 -0.50386 0.0 0.1 0.0 0.5152
C 0.08076 3.59157 -3.53616 -0.1 -0.1 0.1 -1.0827
Ge -1.38872 2.96197 -2.39101 0.0 0.3 -0.4 0.3502
C -2.28128 1.41822 -3.25279 0.1 0.2 0.2 -0.8599
C -2.70270 4.44589 -2.28669 0.1 -0.2 0.0 -1.3559
C -0.70746 2.56015 -0.60621 -0.1 -0.4 -0.2 0.2760
H -0.30393 4.02731 -4.46056 0.0 0.0 0.0 0.3955
H 0.75179 2.76869 -3.78282 0.0 0.0 0.0 0.2671
H 0.65966 4.34541 -3.00229 0.0 0.0 0.1 0.3063
H -2.61737 1.71872 -4.24635 0.0 0.0 0.0 0.4899
H -3.15107 1.06319 -2.69740 0.0 0.0 0.0 0.2989
H -1.58845 0.58609 -3.36538 0.0 0.0 0.0 -0.0449
H -3.00289 4.74205 -3.29352 0.0 0.0 0.0 0.4173
H -2.24630 5.30676 -1.79768 0.0 0.0 0.0 0.3615
H -3.59833 4.16625 -1.72929 0.0 0.0 0.0 0.3693
H -0.85775 1.59272 -0.12047 -0.1 0.2 0.0 -0.0926
```
Positions in Å, forces in eV/Å.



Q: Among the records above, which one has the highest total charge?
A: C47H42MnO5P3